(1)
15
Properties=species:S:1:pos:R:3:mulliken_charge:R:1 method="wB97M-V/def2-TZVPD" e_above_lowest_kcal_mol=11.0 charge=-1 orbital_gap_ha=0.3281 homo_ev=-4.61 max_force_ha_per_bohr=0.0120
N 2.26467 -0.94414 0.25309 -0.731
C 1.33436 -1.65350 1.12087 -0.208
O 0.09364 -1.94306 0.52256 -0.608
H 2.41609 -1.52116 -0.57060 0.248
H 1.74558 -0.15933 -0.13190 0.367
H 1.72746 -2.62081 1.45610 0.311
H 1.22505 -1.01959 2.01024 0.241
H -0.31156 -1.06903 0.29885 0.328
O -0.49606 0.83205 0.63719 -0.773
C -0.83229 1.00104 -0.56848 0.771
O -0.29446 0.47122 -1.56459 -0.695
C -1.99160 1.97357 -0.82378 -1.027
H -1.83056 2.61856 -1.68880 0.284
H -2.91332 1.41130 -0.99152 0.198
H -2.13701 2.62287 0.04076 0.294

(2)
15
Properties=species:S:1:pos:R:3:mulliken_spin:R:1 method="wB97M-V/def2-TZVPD" e_above_lowest_kcal_mol=50.3 orbital_gap_ha="0.3740 / 0.2523" spin_multiplicity=2 homo_ev="-9.66 / -9.65" max_force_ha_per_bohr=0.0766 s2=0.754
O -1.13766 -1.55528 1.98993 0.001
C -0.30978 -0.71311 1.61869 0.001
C 0.61723 -0.88645 0.45127 0.000
N -0.06351 -0.34286 -0.68547 -0.008
C 0.85604 0.77299 -1.39354 0.011
O 2.13798 0.53380 -1.51948 0.855
H -0.36794 0.25957 2.11596 0.000
H 0.95996 -1.86863 0.46136 0.001
H 1.49902 -0.20360 0.67253 -0.002
H -0.29960 -1.16091 -1.27754 0.002
H 0.68983 1.69014 -0.72876 0.067
H 0.44071 0.82765 -2.43971 0.067
H -1.34410 0.79203 -0.39958 0.000
H -1.22796 2.27267 -0.48597 0.000
O -1.86111 1.61530 -0.11776 0.004

(3)
15
Properties=species:S:1:pos:R:3:mulliken_charge:R:1 method="wB97M-V/def2-TZVPD" smiles="[NH3+][C@@H](O)C(=O)CO" e_above_lowest_kcal_mol=29.3 charge=+1 orbital_gap_ha=0.4049 homo_ev=-14.91 max_force_ha_per_bohr=0.0542
C 0.74443 -0.54257 0.37053 -0.150
C -0.75840 1.54828 -0.09449 -0.400
C 0.65640 1.06486 0.03893 0.597
N -0.20586 -1.71193 -0.31140 -0.338
O 2.01609 -0.95750 0.19199 -0.494
O -1.65737 0.51170 0.23949 -0.522
O 1.68029 1.64000 -0.10029 -0.477
H 0.43142 -0.62017 1.42249 0.335
H -0.88988 1.84376 -1.15135 0.300
H -0.91055 2.44472 0.51397 0.372
H -0.02454 -1.80709 -1.31245 0.335
H 0.08293 -2.56871 0.17349 0.372
H -1.17861 -1.44849 -0.11376 0.344
H -2.53531 0.88093 0.39722 0.329
H 2.54897 -0.27781 -0.26437 0.398

(4)
16
Properties=species:S:1:pos:R:3:mulliken_charge:R:1 method="wB97M-V/def2-TZVPD" e_above_lowest_kcal_mol=111.2 orbital_gap_ha=0.2806 homo_ev=-7.58 max_force_ha_per_bohr=0.0613
C 0.42576 -0.17424 -0.91845 0.193
C -0.99143 0.86170 0.77304 -0.664
C -0.77274 0.32062 -0.59703 0.585
N -1.57629 0.82795 -1.59523 -0.544
O 0.92311 -0.49655 -2.17072 -0.504
O 1.45988 -0.18332 0.13007 -0.608
O -0.53612 0.32092 1.97770 -0.558
P 1.29495 -1.79162 1.27252 0.118
H -0.57171 1.88803 0.64622 0.261
H -1.98962 1.09882 0.85638 0.484
H -1.52366 0.23133 -2.35595 0.222
H -2.52628 1.09749 -1.51554 0.223
H 1.85064 -0.24552 -2.13957 0.349
H 0.39056 0.53921 2.17042 0.345
H 1.88585 -1.50517 2.52292 0.038
H 2.25710 -2.78965 0.94321 0.060

(5)
16
Properties=species:S:1:pos:R:3:mulliken_charge:R:1 method="wB97M-V/def2-TZVPD" e_above_lowest_kcal_mol=98.7 orbital_gap_ha=0.2687 homo_ev=-6.99 max_force_ha_per_bohr=0.0661
C 2.38218 -0.82077 -0.04106 0.879
C -1.31148 -0.33282 -0.90807 -0.882
C -0.17803 0.16423 -0.08142 -0.203
N -0.54443 0.06825 1.37921 -0.415
O 2.10880 -1.37443 0.96896 -0.479
O 2.77970 -0.23167 -0.93788 -0.368
O -1.40583 -1.75839 -0.78196 -0.499
P 0.15842 2.07542 -0.34572 -0.151
H -2.22612 -0.04281 -0.53098 0.429
H -1.14666 -0.08430 -1.95795 0.328
H -1.25396 0.79676 1.74851 0.383
H -1.05733 -0.78292 1.44326 0.331
H 0.13521 0.15305 2.10336 0.319
H -0.45739 -2.05502 -0.93347 0.309
H 0.73385 2.22483 -1.60777 0.025
H 1.28307 2.00059 0.48298 -0.007

(6)
16
Properties=species:S:1:pos:R:3:mulliken_charge:R:1 method="wB97M-V/def2-TZVPD" e_above_lowest_kcal_mol=5.0 charge=-1 orbital_gap_ha=0.3136 homo_ev=-4.69 max_force_ha_per_bohr=0.0166
C -0.89865 -0.45729 -1.54501 -0.808
C 0.24004 0.05790 -2.41404 -0.240
O 1.23686 -0.94008 -2.59838 -0.559
N -0.99438 0.06749 -0.22586 -0.178
C -0.17250 -0.48142 0.80520 0.462
O -0.19443 0.14580 1.89158 -0.758
O 0.46469 -1.50742 0.48673 -0.742
H -0.73173 -1.53180 -1.47625 0.451
H -1.83276 -0.29416 -2.10768 0.312
H -0.12152 0.36064 -3.40673 0.263
H 0.70396 0.97710 -2.03247 0.234
H 1.39056 -1.36162 -1.74156 0.336
H -1.32707 1.00684 -0.07606 0.207
H -0.14256 1.77355 3.44653 0.358
H 0.42820 2.35473 2.19534 0.327
O 0.32502 2.56188 3.13250 -0.665

(7)
16
Properties=species:S:1:pos:R:3:mulliken_charge:R:1 method="wB97M-V/def2-TZVPD" e_above_lowest_kcal_mol=0.0 charge=-1 orbital_gap_ha=0.3256 homo_ev=-4.95 max_force_ha_per_bohr=0.0218
C -1.01272 1.53799 -0.08756 -0.621
C -1.78723 0.90506 -1.26785 -0.360
O -1.61325 -0.50566 -1.40506 -0.569
N 0.20351 0.91819 0.34866 -0.241
C 0.15360 -0.36467 0.98509 0.620
O 1.26598 -0.92651 1.11857 -0.835
O -0.97323 -0.78484 1.32663 -0.790
H -1.71750 1.57874 0.74710 0.334
H -0.86235 2.59535 -0.34327 0.335
H -2.85395 1.08297 -1.10024 0.232
H -1.47702 1.28965 -2.24187 0.288
H -1.57151 -0.86401 -0.49555 0.373
H 0.96106 0.96747 -0.32063 0.206
H 3.40368 -1.71665 -0.37268 0.271
H 2.53486 -0.63079 0.07321 0.480
O 3.30340 -0.77637 -0.55632 -0.724

(8)
19
Properties=species:S:1:pos:R:3:mulliken_charge:R:1 method="wB97M-V/def2-TZVPD" e_above_lowest_kcal_mol=29.5 charge=-1 orbital_gap_ha=0.2535 homo_ev=-4.43 max_force_ha_per_bohr=0.2383
N -0.62345 -1.09179 3.76841 0.799
O 0.38160 -1.67941 3.11345 -0.599
O -1.79845 -1.47889 3.42466 -0.578
O -0.47249 -0.22718 4.70708 -0.607
O 0.09001 -2.03215 -1.91555 -0.645
S -0.49278 -0.69384 -1.83060 1.179
O -1.73498 -0.61614 -1.23977 -0.580
O 0.57346 0.26109 -0.99431 -0.314
C 0.49775 0.38056 0.45630 -0.415
C 1.12610 1.68670 0.93246 -0.988
C -0.37127 -0.11250 -3.49618 -1.629
H 0.98901 -0.54143 0.68075 0.397
H -0.49367 0.23700 0.81969 0.395
H 0.65476 1.86955 1.93132 0.310
H 0.84609 2.48082 0.15740 0.291
H 2.07335 1.35545 1.11178 0.318
H -0.72823 0.70660 -3.45563 0.653
H -1.02782 -0.42194 -4.18507 0.589
H 0.51104 -0.08251 -3.98620 0.424

(9)
14
Properties=species:S:1:pos:R:3:mulliken_charge:R:1 method="wB97M-V/def2-TZVPD" smiles=N[C@H](C[O-])CS e_above_lowest_kcal_mol=66.6 charge=-1 orbital_gap_ha=0.2091 homo_ev=-2.60 max_force_ha_per_bohr=0.0952
C 0.38488 -1.69835 -0.25337 -0.597
O -0.11813 -2.70057 -0.93012 -0.814
C -0.22944 -0.26443 -0.48485 0.397
C 0.65430 0.83744 0.28029 -0.802
S -0.11072 2.49003 0.50089 -0.295
N -1.57353 -0.08128 -0.18808 -0.612
H 0.22496 -1.85325 0.87556 0.188
H 1.49989 -1.52484 -0.44990 0.163
H -0.20998 -0.00270 -1.55995 0.118
H 1.41589 1.22913 -0.41725 0.391
H 0.92673 0.57942 1.36181 0.317
H 0.81194 3.43258 0.49472 0.085
H -1.65407 0.54390 0.64355 0.180
H -2.02271 -0.98708 0.12670 0.280

(10)
14
Properties=species:S:1:pos:R:3:mulliken_charge:R:1 method="wB97M-V/def2-TZVPD" e_above_lowest_kcal_mol=75.3 charge=+1 orbital_gap_ha=0.3062 homo_ev=-14.07 max_force_ha_per_bohr=0.0629
C 2.60549 -1.02279 -0.04413 0.058
C -0.26034 0.34581 -0.36534 0.318
C -0.98340 1.55697 0.35653 -1.397
N -0.08617 -0.87599 0.34499 -0.549
O 2.54132 0.16837 0.38932 -0.165
S 1.46215 1.30673 -0.12981 0.105
H 3.49284 -1.55967 0.37036 0.291
H 2.14658 -1.58683 -0.86886 0.314
H -0.66026 0.23414 -1.46612 0.326
H -0.73314 1.54625 1.40735 0.452
H -1.98604 1.67017 0.15947 0.394
H -0.46365 2.47799 -0.02992 0.352
H -0.28281 -1.65388 -0.25336 0.258
H -0.69306 -0.86413 1.18736 0.244

(11)
13
Properties=species:S:1:pos:R:3:mulliken_charge:R:1 method="wB97M-V/def2-TZVPD" e_above_lowest_kcal_mol=114.2 orbital_gap_ha="0.2665 / 0.3007" homo_ev="-7.93 / -8.19" max_force_ha_per_bohr=0.0623
C -0.14923 0.97560 0.98272 -0.331
C 0.89537 -0.10056 1.17706 -0.447
C 0.95395 0.83538 0.04993 -0.062
N 0.06584 -0.49997 -1.94625 -0.509
P -1.32538 -1.10785 -1.47051 -0.033
H -1.10326 0.37986 0.76734 0.003
H -0.38917 1.92806 1.53426 0.252
H 1.71712 -0.12115 1.84282 0.236
H 0.67737 -1.23435 1.10099 0.159
H 1.75825 1.36085 -0.36590 0.386
H -0.23442 0.16010 -2.67198 0.258
H -1.09000 -2.29583 -0.63406 0.015
H -1.77644 -0.28015 -0.36640 0.074

(12)
13
Properties=species:S:1:pos:R:3:mulliken_charge:R:1 method="wB97M-V/def2-TZVPD" smiles=NCCC[S-] e_above_lowest_kcal_mol=30.3 charge=-1 orbital_gap_ha=0.2361 homo_ev=-2.16 max_force_ha_per_bohr=0.0783
C 0.39318 -0.01156 0.32931 -0.511
C 0.78210 -1.60217 0.23775 -0.687
S -0.56314 -2.67395 -0.08266 -0.689
C -0.69060 0.51516 -0.55346 -0.296
N -0.71181 1.97013 -0.40274 -0.644
H 0.00684 -0.02508 1.46379 0.106
H 1.40066 0.49857 0.16137 0.261
H 1.51281 -1.81354 -0.65904 0.168
H 1.23189 -1.78721 1.15911 0.283
H -0.51239 0.41013 -1.69651 0.175
H -1.62086 0.08671 -0.20941 0.319
H -1.43591 2.18657 0.30249 0.252
H 0.20723 2.24623 -0.04998 0.262

(13)
13
Properties=species:S:1:pos:R:3:mulliken_spin:R:1 method="wB97M-V/def2-TZVPD" e_above_lowest_kcal_mol=6.0 orbital_gap_ha="0.3608 / 0.2457" spin_multiplicity=2 homo_ev="-8.80 / -8.62" max_force_ha_per_bohr=0.0347 s2=0.753
C 1.00266 -0.49990 -1.21560 0.000
N -0.08705 0.47256 -1.08952 -0.002
C -0.98710 0.21930 0.01986 -0.007
C -0.32145 0.10639 1.41377 -0.043
S -1.31733 -0.35990 2.78556 0.968
H 1.83835 -0.27761 -0.54797 0.002
H 1.34847 -0.47949 -2.23442 0.001
H 0.65860 -1.49906 -0.98427 0.000
H 0.35444 1.37939 -0.96725 0.001
H -1.73789 1.00397 0.12341 0.004
H -1.50130 -0.70315 -0.23993 -0.001
H 0.13895 1.11083 1.49993 0.042
H 0.61064 -0.47333 1.43643 0.035

(14)
13
Properties=species:S:1:pos:R:3:mulliken_spin:R:1 method="wB97M-V/def2-TZVPD" e_above_lowest_kcal_mol=90.8 charge=+1 orbital_gap_ha="0.2245 / 0.2961" spin_multiplicity=3 homo_ev="-10.01 / -14.35" max_force_ha_per_bohr=0.1237 s2=2.010
C 0.25162 0.58842 -0.02647 0.866
C 2.20803 0.69205 0.40737 0.043
C -0.98764 -0.05479 -0.18458 0.658
N -0.99751 -1.60523 -0.41926 0.007
S -2.56358 0.71565 -0.10060 0.361
H 0.07596 1.66783 0.01018 0.042
H 2.42355 1.15647 -0.54881 -0.015
H 2.39217 -0.40565 0.65964 -0.002
H 2.21731 1.18090 1.42040 0.007
H -0.85732 -1.78590 -1.43178 0.022
H -1.81757 -2.18416 -0.07972 -0.001
H -0.16079 -1.92580 0.21000 0.010
H -2.18425 1.96021 0.08365 0.004

(15)
12
Properties=species:S:1:pos:R:3:mulliken_charge:R:1 method="wB97M-V/def2-TZVPD" smiles=CC(C)O e_above_lowest_kcal_mol=31.6 orbital_gap_ha=0.4045 homo_ev=-10.01 max_force_ha_per_bohr=0.0645
C -0.98963 -0.63930 0.62120 -1.124
C -0.37587 0.40061 -0.37906 0.407
C 1.05485 -0.22343 -0.20276 -1.390
O -0.32496 1.82310 -0.10226 -0.529
H -1.80072 -1.15207 0.13304 0.334
H -0.30859 -1.48050 0.94329 0.277
H -1.25458 -0.16702 1.55674 0.347
H -0.65398 0.33623 -1.45411 0.248
H 1.18869 -1.30256 -0.44242 0.345
H 1.64042 0.37167 -0.86767 0.431
H 1.40823 -0.12254 0.84289 0.333
H 0.41613 2.15582 -0.64887 0.321

(16)
12
Properties=species:S:1:pos:R:3:mulliken_charge:R:1 method="wB97M-V/def2-TZVPD" smiles="C=O.CC" e_above_lowest_kcal_mol=35.6 orbital_gap_ha=0.4011 homo_ev=-10.25 max_force_ha_per_bohr=0.0525
C -1.88805 -0.14984 4.41151 -0.817
C -0.76910 0.56333 5.20362 -0.796
H -1.47432 -1.02205 3.92629 0.289
H -2.84369 -0.07636 4.91439 0.295
H -2.15602 0.54431 3.59758 0.245
H -1.17741 1.35081 5.83119 0.278
H -0.12460 1.03488 4.46735 0.243
H -0.18577 -0.10342 5.83685 0.263
O 1.89563 -0.10208 -4.89988 -0.354
C 1.16407 -0.34428 -5.81936 -0.044
H 0.63642 0.47223 -6.34930 0.200
H 0.63744 -1.31896 -5.85656 0.198

(17)
12
Properties=species:S:1:pos:R:3:mulliken_charge:R:1 method="wB97M-V/def2-TZVPD" smiles="C=O.CC" e_above_lowest_kcal_mol=36.9 orbital_gap_ha=0.4019 homo_ev=-10.35 max_force_ha_per_bohr=0.0775
C 0.74712 0.79294 0.76302 -0.864
C -0.66195 1.25774 0.19762 -0.761
H 0.85092 1.36624 1.64851 0.313
H 0.59887 -0.28447 1.05407 0.191
H 1.66823 0.76376 0.21304 0.327
H -0.82494 2.27131 0.33469 0.376
H -1.36468 0.74606 0.90428 0.222
H -0.81351 0.80181 -0.81416 0.207
O -1.12060 -1.76559 -0.55391 -0.384
C -0.02314 -1.85065 -1.07380 -0.159
H 0.84424 -2.05770 -0.51296 0.284
H 0.09944 -2.04145 -2.16040 0.246

(18)
12
Properties=species:S:1:pos:R:3:mulliken_charge:R:1 method="wB97M-V/def2-TZVPD" smiles="C=C.CO" e_above_lowest_kcal_mol=34.5 orbital_gap_ha=0.3935 homo_ev=-9.79 max_force_ha_per_bohr=0.0198
C -1.47194 -1.52965 0.66078 -0.414
C -0.45467 -2.12971 0.06191 -0.465
H -1.33910 -0.61938 1.22783 0.242
H -2.46592 -1.92993 0.49631 0.217
H 0.55456 -1.73808 0.05414 0.190
H -0.55076 -3.09026 -0.43414 0.223
C 0.70928 2.09174 -0.50149 -0.512
O 1.16543 0.86035 0.09309 -0.463
H 0.49138 1.90269 -1.54921 0.217
H -0.21109 2.35040 0.01303 0.184
H 1.47363 2.85985 -0.41950 0.290
H 2.09919 0.97200 0.29725 0.290

(19)
12
Properties=species:S:1:pos:R:3:mulliken_charge:R:1 method="wB97M-V/def2-TZVPD" e_above_lowest_kcal_mol=100.6 orbital_gap_ha="0.3038 / 0.3038" homo_ev="-7.36 / -7.36" max_force_ha_per_bohr=0.0047
C -1.82647 0.15709 0.03352 -1.045
C -0.39008 -0.11697 0.32646 -0.090
O 0.48246 0.70082 -0.18546 -0.230
C 1.78919 0.56666 -0.06764 -0.534
H -1.92877 0.62150 -0.95157 0.276
H -2.39652 -0.77741 0.03455 0.314
H -2.28743 0.82493 0.77594 0.274
H 0.69615 -1.51719 -0.66529 0.065
H -0.08366 -0.68450 1.20348 0.439
H 1.43302 -1.23872 -0.77294 0.010
H 2.34204 1.34412 -0.57803 0.220
H 2.17007 0.11967 0.84698 0.302

(20)
13
Properties=species:S:1:pos:R:3:mulliken_charge:R:1 method="wB97M-V/def2-TZVPD" smiles="C=O.CCO" e_above_lowest_kcal_mol=45.2 orbital_gap_ha=0.4006 homo_ev=-10.32 max_force_ha_per_bohr=0.0303
O 0.44096 -5.48809 2.08523 -0.372
C 0.68303 -4.38118 1.71841 -0.027
H 1.40969 -3.70107 2.19459 0.207
H 0.27326 -3.96070 0.77035 0.192
C 0.20837 1.70270 -0.66707 -0.137
O 0.32843 1.83008 -2.08118 -0.528
C -1.18402 2.30500 -0.34882 -0.872
H 0.21420 0.65201 -0.36217 0.216
H 1.00499 2.30886 -0.20997 0.264
H 1.16279 1.47827 -2.41217 0.279
H -1.79606 2.44496 -1.23326 0.296
H -1.77517 1.63065 0.27843 0.266
H -0.97048 3.17850 0.26764 0.217